i:
# C4H5NO2S

One molecule with the formula C4H5NO2S (ωB97M-V/def2-TZVPD, the Open Molecules 2025 dataset).

Orbital gap (spin up / spin down) (eV): 7.37 / 7.20

The geometry in ORCA input format:
```
! RIJCOSX wB97M-V def2-TZVPD def2/J DEFGRID3
* xyz 0 1
C -0.084 0.711 0.992
C 0.602 0.229 -0.113
C 0.491 -1.019 -0.588
C 1.837 0.935 -0.648
N -1.903 -1.023 0.720
O 0.285 -1.879 -1.324
O -3.203 -1.385 0.686
S -1.642 0.402 1.369
H 0.403 1.398 1.573
H 2.161 1.842 -0.168
H 1.609 1.037 -1.665
H 2.785 0.299 -0.556
H -3.340 -1.546 -0.279
*
```


ii:
# C4H5NO2S

One molecule with the formula C4H5NO2S (ωB97M-V/def2-TZVPD, the Open Molecules 2025 dataset).

Orbital gap (eV): 8.47

The geometry in ORCA input format:
```
! RIJCOSX wB97M-V def2-TZVPD def2/J DEFGRID3
* xyz 0 1
C -1.417 -0.218 -0.154
C -0.801 1.064 -0.038
C 0.557 0.995 -0.004
C -0.392 -1.172 -0.170
H -2.980 -1.302 -0.131
H -1.446 1.802 0.245
H 2.314 1.842 0.046
H 2.633 -1.146 1.022
H -0.498 -2.240 0.083
N 0.910 -0.379 -0.111
O -2.706 -0.454 -0.250
O 1.346 2.153 -0.298
S 2.479 -0.944 -0.240
*
```


Stability verdict: ii, ahead by 2.465 eV


i:
# C3H5N2O2S

An isolated ion of composition C3H5N2O2S and charge +1 (ωB97M-V/def2-TZVPD, the Open Molecules 2025 dataset).

Orbital gap (eV): 8.37

The geometry in ORCA input format:
```
! RIJCOSX wB97M-V def2-TZVPD def2/J DEFGRID3
* xyz 1 1
C -0.171 -1.497 0.104
C -0.183 0.645 0.614
C 0.087 -1.230 -1.241
N 0.030 -0.516 0.979
N 0.017 2.221 1.445
O -0.233 1.515 -2.027
O -2.252 0.376 -1.156
S -0.858 0.605 -1.151
H -0.693 -2.377 0.470
H 1.020 -0.768 -1.551
H -0.293 -1.945 -1.965
H 0.158 1.996 2.420
H -0.817 2.749 1.227
*
```


ii:
# C3H5N2O2S

An isolated ion of composition C3H5N2O2S and charge +1 (ωB97M-V/def2-TZVPD, the Open Molecules 2025 dataset).

Orbital gap (eV): 9.30

The geometry in ORCA input format:
```
! RIJCOSX wB97M-V def2-TZVPD def2/J DEFGRID3
* xyz 1 1
C 0.309 -0.096 0.010
C 1.901 -0.674 0.129
C -0.941 0.563 -0.265
N 0.651 -1.238 0.526
N -2.107 -0.300 0.239
O 3.150 1.623 -0.009
O 2.717 -0.839 -0.911
S 3.414 0.254 0.285
H -1.054 0.738 -1.338
H -0.968 1.536 0.235
H -2.625 0.149 1.004
H -1.676 -1.169 0.598
H -2.771 -0.547 -0.504
*
```


Stability verdict: ii, ahead by 0.326 eV


i:
# C5H20O5

A 5-piece molecular cluster, C5H20O5 overall (ωB97M-V/def2-TZVPD, the Open Molecules 2025 dataset).

Orbital gap (eV): 9.73

The geometry in ORCA input format:
```
! RIJCOSX wB97M-V def2-TZVPD def2/J DEFGRID3
* xyz 0 1
C 3.259 -1.876 -1.055
O 2.476 -1.770 0.090
H 2.572 -2.561 -1.804
H 4.168 -2.381 -1.015
H 3.599 -0.796 -1.439
H 2.411 -2.627 0.652
C -4.138 -1.719 -1.457
O -4.663 -0.493 -1.989
H -5.124 -2.217 -1.769
H -3.612 -1.784 -0.375
H -3.226 -2.197 -2.038
H -4.585 0.147 -1.348
C 3.190 1.318 1.545
O 4.028 0.430 1.032
H 2.547 1.828 0.813
H 3.876 2.210 1.877
H 2.740 0.986 2.588
H 3.660 -0.370 0.451
C -1.972 2.623 1.558
O -1.030 1.763 1.999
H -1.957 2.356 0.536
H -1.791 3.593 1.667
H -3.129 2.321 1.913
H -0.706 1.188 1.312
C -0.784 -0.011 -0.682
O 0.329 0.707 -0.229
H -0.806 -0.815 0.039
H -0.655 -0.382 -1.601
H -1.767 0.470 -0.714
H 1.088 0.060 -0.555
*
```


ii:
# C5H20O5

A 5-piece molecular cluster, C5H20O5 overall (ωB97M-V/def2-TZVPD, the Open Molecules 2025 dataset).

Orbital gap (eV): 9.97

The geometry in ORCA input format:
```
! RIJCOSX wB97M-V def2-TZVPD def2/J DEFGRID3
* xyz 0 1
C 3.435 1.265 0.635
O 3.249 1.014 2.033
H 2.703 2.021 0.348
H 4.446 1.640 0.477
H 3.120 0.446 -0.012
H 4.144 0.995 2.380
C 2.677 -0.843 -3.550
O 1.310 -0.744 -3.244
H 2.807 -0.627 -4.610
H 3.294 -0.170 -2.955
H 3.069 -1.860 -3.566
H 0.801 -1.097 -3.978
C -3.075 -0.649 3.082
O -3.628 0.646 3.146
H -3.841 -1.420 3.162
H -2.677 -0.869 2.091
H -2.282 -0.853 3.802
H -2.864 1.166 3.406
C 0.391 -1.086 0.488
O 0.067 -0.258 -0.616
H 0.430 -2.086 0.056
H 1.428 -0.822 0.695
H -0.398 -0.984 1.233
H 0.631 -0.481 -1.360
C -3.451 1.174 -0.491
O -2.903 -0.067 -0.832
H -4.287 1.208 0.207
H -2.650 1.829 -0.148
H -3.959 1.688 -1.307
H -1.985 -0.176 -0.572
*
```


iii:
# C5H20O5

A 5-piece molecular cluster, C5H20O5 overall (ωB97M-V/def2-TZVPD, the Open Molecules 2025 dataset).

Orbital gap (eV): 9.90

The geometry in ORCA input format:
```
! RIJCOSX wB97M-V def2-TZVPD def2/J DEFGRID3
* xyz 0 1
C -2.406 -0.485 -2.943
O -3.327 0.319 -2.265
H -2.078 -0.131 -3.920
H -1.511 -0.723 -2.368
H -2.895 -1.456 -3.032
H -4.060 0.412 -2.877
C 3.019 -0.529 -2.051
O 3.523 -1.342 -1.012
H 2.054 -0.068 -1.840
H 3.681 0.287 -2.340
H 3.000 -1.146 -2.949
H 3.706 -0.709 -0.313
C 2.996 3.243 1.834
O 2.266 2.091 1.325
H 3.667 3.619 1.062
H 2.297 4.069 1.961
H 3.460 2.871 2.748
H 1.715 2.539 0.678
C -3.349 -1.646 2.498
O -2.216 -2.117 3.037
H -3.379 -0.569 2.662
H -3.320 -1.839 1.425
H -4.275 -2.016 2.940
H -1.477 -1.648 2.645
C -0.436 -0.433 0.257
O 0.023 -0.673 1.616
H 0.083 0.428 -0.163
H -0.220 -1.365 -0.265
H -1.518 -0.385 0.129
H 0.976 -0.600 1.521
*
```


Stability verdict: ii, ahead by 0.055 eV


i:
# C3H8NO

An isolated ion of composition C3H8NO and charge -1 (ωB97M-V/def2-TZVPD, the Open Molecules 2025 dataset).

Orbital gap (eV): 6.78

The geometry in ORCA input format:
```
! RIJCOSX wB97M-V def2-TZVPD def2/J DEFGRID3
* xyz -1 1
C -0.427 -0.183 0.496
N 0.278 0.047 -0.832
C 1.900 -0.275 -0.513
O 2.460 -0.530 0.666
C -1.893 0.181 0.301
H -0.494 -1.227 1.043
H 0.309 0.434 1.230
H 0.247 1.091 -0.906
H 2.374 0.696 -0.996
H 1.935 -1.084 -1.347
H -2.390 -0.350 -0.521
H -1.919 1.249 0.137
H -2.379 -0.049 1.242
*
```


ii:
# C3H8NO

A 2-piece molecular cluster, C3H8NO overall (ωB97M-V/def2-TZVPD, the Open Molecules 2025 dataset).

Orbital gap (eV): 6.68

The geometry in ORCA input format:
```
! RIJCOSX wB97M-V def2-TZVPD def2/J DEFGRID3
* xyz -1 1
C -0.978 -1.830 0.506
O -0.499 -1.920 -0.792
H -0.411 -1.176 1.182
H -0.912 -2.823 0.979
H -2.047 -1.561 0.545
C 1.089 1.843 0.611
C 0.273 1.539 -0.432
N 0.247 0.541 -1.365
H 1.939 1.167 0.726
H 0.881 2.719 1.205
H -0.450 2.336 -0.652
H 1.186 0.135 -1.380
H -0.320 -0.971 -1.133
*
```


iii:
# C3H8NO

C3H8NO as an isolated structure (ωB97M-V/def2-TZVPD, the Open Molecules 2025 dataset).

Orbital gap (eV): 5.03

The geometry in ORCA input format:
```
! RIJCOSX wB97M-V def2-TZVPD def2/J DEFGRID3
* xyz -1 1
C 0.596 0.911 -0.015
C 0.398 -0.550 -0.311
C 1.239 -1.428 0.516
O 1.603 -2.576 0.308
N -0.275 2.053 -0.597
H 0.137 1.220 0.928
H 1.660 1.137 -0.026
H 0.029 -0.934 -1.258
H -0.109 -1.114 0.604
H 1.597 -0.924 1.420
H -2.874 0.481 -0.038
H -1.156 1.610 -0.847
H -2.844 0.112 -0.684
*
```


iv:
# C3H8NO

A 2-piece molecular cluster, C3H8NO overall (ωB97M-V/def2-TZVPD, the Open Molecules 2025 dataset).

Orbital gap (eV): 6.59

The geometry in ORCA input format:
```
! RIJCOSX wB97M-V def2-TZVPD def2/J DEFGRID3
* xyz -1 1
C -1.352 1.981 -0.481
O -0.027 1.877 -0.711
H -1.624 1.905 0.604
H -1.988 1.207 -0.998
H -1.813 2.936 -0.850
C 0.763 -2.101 -0.253
C 1.050 -0.222 1.045
N 1.549 -1.341 0.736
H -0.089 -2.544 0.270
H 0.370 -1.421 -1.017
H 1.377 -2.897 -0.667
H 1.563 0.360 1.813
H 0.219 0.260 0.510
*
```


Stability verdict: ii, ahead by 0.689 eV


i:
# C3H8NO

A 2-piece molecular cluster, C3H8NO overall (ωB97M-V/def2-TZVPD, the Open Molecules 2025 dataset).

Orbital gap (eV): 6.54

The geometry in ORCA input format:
```
! RIJCOSX wB97M-V def2-TZVPD def2/J DEFGRID3
* xyz -1 1
C 0.811 -2.143 -1.494
O -0.202 -1.304 -1.295
H 0.516 -3.164 -1.936
H 1.450 -2.329 -0.605
H 1.566 -1.838 -2.303
C 0.740 1.562 1.409
C -1.200 0.650 0.572
N -0.653 1.733 0.996
H 1.390 2.101 0.703
H 0.840 1.973 2.421
H 1.111 0.543 1.531
H -2.287 0.678 0.523
H -0.535 -0.191 0.331
*
```


ii:
# C3H8NO

An isolated ion of composition C3H8NO and charge -1 (ωB97M-V/def2-TZVPD, the Open Molecules 2025 dataset).

Orbital gap (eV): 6.19

The geometry in ORCA input format:
```
! RIJCOSX wB97M-V def2-TZVPD def2/J DEFGRID3
* xyz -1 1
C -0.092 -0.731 0.499
C 0.154 0.698 -0.047
C 0.183 0.528 -1.610
O -0.193 1.613 -2.233
N -0.183 -0.907 2.041
H 0.673 -1.455 0.007
H -1.107 -1.089 0.087
H -0.443 1.660 0.286
H 1.285 0.928 0.095
H -0.696 -0.142 -1.859
H 1.027 -0.137 -1.897
H -1.073 -0.684 2.225
H 0.463 -0.281 2.407
*
```


iii:
# C3H8NO

A 2-piece molecular cluster, C3H8NO overall (ωB97M-V/def2-TZVPD, the Open Molecules 2025 dataset).

Orbital gap (eV): 6.35

The geometry in ORCA input format:
```
! RIJCOSX wB97M-V def2-TZVPD def2/J DEFGRID3
* xyz -1 1
C -0.951 -0.791 -1.960
O -0.638 0.567 -1.740
H -0.728 -1.180 -2.946
H -0.666 -1.486 -1.173
H -2.069 -0.803 -1.903
C -0.074 0.493 2.151
C 1.059 0.600 1.367
N 1.242 0.153 0.115
H -1.103 0.520 1.789
H -0.022 0.578 3.231
H 1.929 0.493 2.054
H 2.216 0.253 -0.155
H -0.196 0.603 -0.830
*
```


Stability verdict: iii, ahead by 0.374 eV


i:
# C3H2BrClF2

A 2-piece molecular cluster, C3H2BrClF2 overall (ωB97M-V/def2-TZVPD, the Open Molecules 2025 dataset).

Orbital gap (spin up / spin down) (eV): 8.21 / 8.21

The geometry in ORCA input format:
```
! RIJCOSX wB97M-V def2-TZVPD def2/J DEFGRID3
* xyz 0 1
C -0.223 0.086 0.356
C -0.897 1.417 0.469
C -1.418 0.271 1.142
F -0.333 2.536 1.065
F -1.560 1.982 -0.561
Cl -3.293 -0.678 -0.177
Br -1.536 -0.468 2.866
H -0.286 -0.526 -0.555
H 0.740 0.060 0.846
*
```


ii:
# C3H2BrClF2

One molecule with the formula C3H2BrClF2 (ωB97M-V/def2-TZVPD, the Open Molecules 2025 dataset).

Orbital gap (eV): 10.70

The geometry in ORCA input format:
```
! RIJCOSX wB97M-V def2-TZVPD def2/J DEFGRID3
* xyz 0 1
C 1.278 0.537 -0.394
C 0.038 0.554 0.008
C -0.730 -0.708 0.245
F -1.652 -0.540 1.233
F 0.079 -1.702 0.722
Cl -1.632 -1.289 -1.126
Br -0.993 2.170 0.076
H 1.919 1.350 -0.479
H 1.694 -0.373 -0.286
*
```


Stability verdict: ii, ahead by 2.807 eV